# 1
Molecular formula: C32H28N6O3PtS5Sb
Method: DFT, ωB97M-V/def2-TZVPD

## Properties
energy relative to the best compared isomer or geometry (same formula, charge and spin) = 12.0 kJ/mol
total energy = -4140.7579 Ha
maximum force = 4.1 eV/A
E_HOMO (alpha / beta) = -8.8 / -9.5 eV

The geometry in ORCA input format:
```
! wB97M-V def2-TZVPD RIJCOSX def2/J DEFGRID3
* xyz 1 5
Pt -0.2222 0.3979 0.1747
S 4.2175 1.8800 0.6626
Sb 3.6721 0.2879 -0.9271
S 1.2787 -1.2565 1.6244
S 1.4471 1.0704 -1.5057
S 2.9832 -1.6655 0.7779
N -2.8546 -2.6351 1.7609
C -3.3019 -2.5327 3.0740
C -4.1287 -3.5118 3.6088
C -4.5432 -3.4224 4.9265
C -4.1607 -2.3474 5.7122
C -3.3583 -1.3533 5.1816
C -2.9214 -1.4519 3.8729
S -1.8489 -0.1985 3.2293
N -1.8483 -0.5013 1.5730
C -2.2512 -1.6329 1.0576
C -2.0634 -1.8292 -0.3682
C -3.0032 -2.5279 -1.1383
C -2.7509 -2.7483 -2.4726
C -1.5567 -2.2731 -3.0207
C -0.7146 -1.5306 -2.2209
N -0.9399 -1.3033 -0.9272
H -3.0578 -3.5002 1.2826
H -4.4383 -4.3429 2.9905
H -5.1635 -4.2012 5.3375
H -4.4822 -2.2812 6.7372
H -3.0508 -0.5126 5.7801
H -3.9250 -2.8683 -0.6863
H -3.4619 -3.2738 -3.0880
H -1.2901 -2.4772 -4.0446
H 0.1957 -1.1034 -2.6175
N 3.3644 3.9793 3.2014
C 2.1340 4.4463 3.4582
O 1.9392 5.4650 4.0890
C 0.9592 3.6670 2.9234
C -0.2978 4.0735 3.3691
C -1.4261 3.4745 2.8445
C -1.2627 2.4816 1.8968
N -0.0634 2.0448 1.5184
C 1.0264 2.6199 2.0104
H 4.1330 4.5206 3.5643
H 3.5797 3.1804 2.6262
H -0.3541 4.8599 4.1089
H -2.4188 3.7672 3.1495
H -2.1208 2.0275 1.4237
H 1.9737 2.2418 1.6444
C 3.6660 5.0657 -1.4229
O 2.4507 4.4523 -1.8125
C 1.3084 4.7511 -1.1397
C 1.2364 5.5050 0.0235
C 0.0040 5.7726 0.5977
C -1.1627 5.3017 0.0225
C -1.1125 4.5601 -1.1424
C 0.1144 4.2555 -1.7184
N 0.2405 3.5979 -2.9333
C -0.6008 2.8879 -3.6629
C -1.7789 2.1959 -3.3433
C -2.6199 1.8276 -4.4253
C -3.7158 1.0324 -4.2565
C -4.0169 0.5162 -2.9838
C -3.2478 0.8549 -1.9120
C -2.1066 1.7087 -2.0184
O -1.4092 1.9874 -1.0014
H 4.4048 4.7090 -2.1389
H 3.9636 4.7556 -0.4202
H 3.6017 6.1566 -1.4741
H 2.1259 5.8963 0.4925
H -0.0408 6.3693 1.4954
H -2.1172 5.5198 0.4713
H -2.0165 4.2523 -1.6377
H 1.1654 3.7448 -3.3305
H -0.2903 2.7898 -4.6990
H -2.3937 2.2231 -5.4057
H -4.3630 0.8009 -5.0875
H -4.8652 -0.1446 -2.8634
H -3.4690 0.4789 -0.9225
*
```

# 2
Molecular formula: C32H29B2ClIN3O3Rh
Method: DFT, ωB97M-V/def2-TZVPD

## Properties
energy relative to the best compared isomer or geometry (same formula, charge and spin) = 0.0 kJ/mol
total energy = -2545.0525 Ha
maximum force = 0.5 eV/A
E_HOMO (alpha / beta) = -3.0 / -5.7 eV

The geometry in ORCA input format:
```
! wB97M-V def2-TZVPD RIJCOSX def2/J DEFGRID3
* xyz -1 5
Rh 1.1957 -0.0193 1.7118
Cl -2.5117 -4.1713 6.0421
C -1.4530 -2.9808 5.3713
C -0.9052 -2.0398 6.2800
C -0.0726 -1.0845 5.8085
I 0.7381 0.3245 7.0839
C 0.2676 -1.0053 4.3753
O 1.0467 -0.1101 3.9521
C -0.3202 -1.9681 3.4852
N -0.0196 -1.8503 2.1746
C -0.5487 -2.7729 1.3094
C -1.3778 -3.7743 1.6968
C -1.7346 -3.9003 3.0731
C -1.1944 -2.9875 3.9753
H -1.1635 -2.1034 7.3268
H -0.2698 -2.6387 0.2714
H -1.7591 -4.4682 0.9600
H -2.3965 -4.6819 3.4137
C 0.5577 -1.5100 -6.9347
C -0.2617 -0.5128 -6.1048
C -0.3987 0.7982 -6.8903
C -1.6598 -1.0968 -5.9045
C 0.4459 -0.2450 -4.7728
C 1.7453 0.2699 -4.7821
C 2.4570 0.5406 -3.6131
C 1.8206 0.2784 -2.4236
O 2.2818 0.4464 -1.1462
B 1.2480 0.0161 -0.2988
O 0.1463 -0.3995 -1.0939
C 0.5393 -0.2286 -2.3963
C -0.1732 -0.4993 -3.5424
H 0.0607 -1.7067 -7.8889
H 0.6689 -2.4573 -6.4031
H 1.5572 -1.1296 -7.1489
H -0.8994 0.6183 -7.8458
H 0.5760 1.2421 -7.0981
H -0.9843 1.5276 -6.3268
H -2.1206 -1.2795 -6.8781
H -2.3087 -0.4134 -5.3529
H -1.6280 -2.0465 -5.3666
H 2.2285 0.4695 -5.7309
H 3.4646 0.9329 -3.6371
H -1.1745 -0.8989 -3.4680
B 5.7118 -1.2584 1.9102
C 4.1358 -1.0730 1.7907
N 2.9890 -0.9620 1.7152
H 6.0089 -1.0887 3.0792
H 6.2307 -0.4204 1.1925
H 5.9759 -2.3882 1.5414
C 0.9567 5.2508 0.7136
C 1.8138 4.4109 1.4111
C 1.4121 3.1316 1.7656
C 0.1422 2.6778 1.4226
C -0.7217 3.5242 0.7248
C -0.3130 4.7998 0.3713
N -0.2362 1.3478 1.7287
C -1.5510 1.1630 2.1946
C -2.2643 0.0444 1.7687
C -3.5283 -0.2108 2.2766
C -4.0950 0.6438 3.2136
C -3.3874 1.7639 3.6350
C -2.1247 2.0282 3.1292
H 1.2762 6.2468 0.4349
H 2.8056 4.7476 1.6851
H 2.0781 2.4796 2.3191
H -1.7049 3.1642 0.4495
H -0.9874 5.4419 -0.1815
H -1.8136 -0.6103 1.0354
H -4.0660 -1.0890 1.9409
H -5.0769 0.4350 3.6189
H -3.8148 2.4301 4.3740
H -1.5618 2.8852 3.4764
*
```

# 3
Molecular formula: C32H29BCrF4N2O5PS2
Method: DFT, ωB97M-V/def2-TZVPD

## Properties
energy relative to the best compared isomer or geometry (same formula, charge and spin) = 53.1 kJ/mol
total energy = -4329.4572 Ha
maximum force = 0.5 eV/A
E_HOMO (alpha / beta) = -1.9 / -1.9 eV

The geometry in ORCA input format:
```
! wB97M-V def2-TZVPD RIJCOSX def2/J DEFGRID3
* xyz -2 2
Cr 0.1019 -0.0139 -0.3672
C -0.3908 -0.9160 3.9369
C -0.6642 -0.6503 2.4776
N 0.2026 -0.0570 1.7257
N 1.4471 0.1572 2.3342
C 2.0356 1.2986 2.1833
S 1.5937 2.8017 1.5940
S 3.7456 1.1443 2.8798
C 3.3229 0.9021 4.6182
C 2.6790 2.0991 5.2552
C 3.4534 3.1316 5.7776
C 2.8638 4.2525 6.3368
C 1.4794 4.3651 6.3729
C 0.6994 3.3490 5.8432
C 1.2960 2.2242 5.2915
C -1.9589 -1.1789 1.9658
C -2.9044 -1.6595 2.8832
C -4.0984 -2.2364 2.4929
C -4.3779 -2.3661 1.1345
C -3.4797 -1.8945 0.2048
C -2.2827 -1.2816 0.6037
O -1.5327 -0.7975 -0.3669
H 0.6575 -0.7434 4.1492
H -0.6447 -1.9491 4.1706
H -0.9988 -0.2683 4.5734
H 4.2721 0.6819 5.1123
H 2.6823 0.0237 4.7107
H 4.5337 3.0567 5.7217
H 3.4823 5.0495 6.7325
H 1.0143 5.2499 6.7900
H -0.3792 3.4419 5.8302
H 0.6886 1.4477 4.8474
H -2.7039 -1.5764 3.9412
H -4.7968 -2.5910 3.2409
H -5.2955 -2.8407 0.8054
H -3.6575 -1.9788 -0.8592
O -1.1787 3.6135 -1.7255
C -0.6801 2.5021 -1.6933
O -0.6117 1.7671 -0.6252
C -0.1098 1.8922 -2.9866
P -0.2689 0.0915 -2.8075
C 0.5303 -0.7520 -4.1986
C 0.7585 -2.1196 -4.0755
C 1.3212 -2.8221 -5.1327
C 1.6652 -2.1676 -6.3072
C 1.4520 -0.8004 -6.4242
C 0.8852 -0.0962 -5.3722
C -2.0488 -0.1156 -3.2424
C -2.4650 -0.8649 -4.3382
C -3.8149 -0.9935 -4.6493
C -4.7720 -0.3635 -3.8724
C -4.3678 0.3935 -2.7793
C -3.0253 0.5105 -2.4619
H 0.9482 2.1465 -3.0484
H -0.6499 2.3042 -3.8397
H 0.5027 -2.6317 -3.1554
H 1.4992 -3.8854 -5.0274
H 2.1079 -2.7194 -7.1287
H 1.7332 -0.2794 -7.3322
H 0.7311 0.9722 -5.4565
H -1.7403 -1.3707 -4.9620
H -4.1066 -1.5924 -5.5043
H -5.8248 -0.4631 -4.1105
H -5.1004 0.8861 -2.1524
H -2.7380 1.0795 -1.5885
F -0.4182 -3.5606 -1.3353
B 0.3859 -3.3965 -0.2001
F 1.5162 -4.1997 -0.2888
F -0.3368 -3.6653 0.9528
F 0.8380 -2.0168 -0.1582
C 4.2322 0.4578 -0.9091
C 2.8369 0.4048 -1.4952
O 2.6187 0.5061 -2.6946
O 1.9398 0.2649 -0.5767
H 4.9737 0.6048 -1.6921
H 4.4276 -0.4675 -0.3675
H 4.2690 1.2692 -0.1813
*
```

Among the records above, which one has the highest energy relative to the best compared isomer or geometry (same formula, charge and spin)?
C32H29BCrF4N2O5PS2

Which value of total energy does entry 2 give?
-2545.0525 Ha

Which formula does entry 1 have?
C32H28N6O3PtS5Sb

Which formula does entry 1 have?
C32H28N6O3PtS5Sb